A structure of composition C7H15NO2Pd in a non-equilibrium geometry, computed with ωB97M-V with the def2-TZVPD basis set.

Geometry as ORCA input:
```
! RIJCOSX wB97M-V def2-TZVPD def2/J DEFGRID3
* xyz 2 1
H -0.29 1.44 1.66
H -2.07 -1.30 1.63
H -2.14 -2.88 -0.08
H 0.65 -2.15 -1.07
H 0.67 3.13 -0.20
H -2.97 0.77 0.78
H 4.03 -0.07 -0.03
C 1.33 0.98 -0.56
H -2.03 0.56 -0.92
Pd -1.37 2.09 -3.10
C -1.29 -2.09 -0.36
C 3.05 -0.31 0.61
H -0.43 2.24 -1.57
O 1.53 0.33 -1.71
H -1.55 -1.72 -1.45
H 2.57 -1.33 0.30
C -1.93 0.53 0.26
H -1.56 2.70 1.03
H 3.45 -0.47 1.72
H 0.52 -2.70 0.56
C 0.13 2.13 -0.54
H -0.26 -0.79 1.28
O 2.11 0.82 0.68
N 0.09 -2.76 -0.41
C -1.34 -0.91 0.78
C -0.92 1.76 0.70
*
```

- gap between HOMO and LUMO (hartree) = 0.1055

=====

A cluster of 2 separate species, C3H3NS2 in total in a non-equilibrium geometry, computed with ωB97M-V with the def2-TZVPD basis set.

Geometry as ORCA input:
```
! RIJCOSX wB97M-V def2-TZVPD def2/J DEFGRID3
* xyz 0 1
H 1.84 -2.42 -0.48
N -4.14 -1.10 -0.57
C -3.09 -0.88 -0.16
C -1.04 0.57 0.61
C -1.88 -0.54 0.30
S 2.56 -1.32 -0.18
H -0.60 1.34 -0.03
H -1.02 1.13 1.49
S -0.34 -1.15 0.62
*
```

- gap between HOMO and LUMO (alpha / beta) (hartree) = 0.3128 / 0.2216

=====

A cluster of 10 separate species, C29H79NO11 in total in a non-equilibrium geometry, computed with ωB97M-V with the def2-TZVPD basis set.

Geometry as ORCA input:
```
! RIJCOSX wB97M-V def2-TZVPD def2/J DEFGRID3
* xyz -1 2
H 6.69 -2.53 -6.60
H 0.30 -0.20 -3.23
O 5.20 1.20 3.40
H -2.45 3.27 0.55
H 5.23 1.13 4.36
C -0.64 4.00 -2.53
O 0.09 -1.24 -4.97
C 3.70 -1.33 -1.64
H 2.04 -1.81 -0.94
H -4.06 0.50 0.88
C 0.42 -0.14 1.54
H 3.09 0.52 0.98
O 1.64 -3.44 -0.13
C -0.93 -0.12 -0.58
C -3.83 0.18 1.89
H 0.45 -4.62 -4.93
C 4.47 -2.65 -5.40
H 0.09 1.39 3.98
H -1.34 -0.29 -3.83
H -0.40 -0.90 -1.12
H -0.23 3.52 -1.64
H 0.91 -4.28 1.50
O -1.28 6.11 -3.49
H -0.43 -0.56 2.07
H -4.51 -0.63 3.71
H -2.50 1.18 4.82
H -1.00 -2.89 -4.37
H -1.59 3.56 -2.84
H 0.22 -1.14 4.98
H -3.12 -0.63 1.75
H -1.11 3.58 2.61
H 2.84 -4.42 -5.49
H 0.81 3.02 4.02
C -0.77 5.51 -2.25
H 6.88 -4.08 -7.18
C -4.59 3.26 0.29
H 1.15 -0.86 1.19
O -5.82 -1.04 2.05
H 0.43 -2.46 -3.48
H -4.23 3.33 -1.83
O -5.67 4.15 0.26
H 2.54 -0.88 3.29
C -5.86 0.94 3.29
H -2.19 -2.13 5.31
H -1.50 -4.33 0.83
H 3.21 1.57 3.29
H -2.09 -1.27 3.76
C -1.69 -2.10 4.34
C -0.30 -0.20 -4.14
H 1.82 -3.82 -0.99
O -1.99 -3.30 3.67
H -1.71 -0.61 0.00
H -6.05 4.26 1.14
C 3.93 0.83 2.94
C 0.89 -3.65 -5.20
H 3.57 0.07 -3.28
C -0.08 0.68 0.37
H 0.93 0.55 2.22
H 4.36 1.75 1.01
H 0.17 6.02 -2.06
H -0.78 -2.75 0.71
H -6.54 1.28 2.50
H 1.57 0.42 -0.60
H -3.40 4.49 1.52
C -3.29 3.96 0.57
H -5.42 -1.92 2.10
H 0.14 3.90 -3.28
C 0.03 -2.57 -4.48
H -1.87 -4.02 4.30
C 3.00 -2.47 -5.51
C -4.96 -0.20 2.81
H 0.33 -2.18 3.58
H -3.90 1.68 -1.23
H 5.19 -0.49 -2.83
H -3.07 4.73 -0.17
H -5.50 2.20 -1.42
H 3.70 -2.29 -2.16
H 6.85 -3.88 -5.39
H -3.33 2.71 5.11
H -1.33 4.03 4.91
H 4.72 -0.05 1.11
H -0.12 0.68 -4.76
H -0.99 -3.50 -0.78
C -1.32 3.03 4.47
H 4.31 -1.50 -0.75
H 0.71 -3.59 -6.28
C 3.54 -0.52 3.55
C -0.21 -2.03 4.52
H 4.32 0.67 -1.77
H -3.31 1.02 2.35
H -1.44 5.74 -1.42
C 0.08 2.36 4.47
H 0.76 -5.22 0.04
H 4.71 -2.88 -4.36
O 1.01 1.15 -0.32
H 4.25 -1.32 3.37
H 4.91 -1.68 -5.64
H -1.41 0.43 -1.39
H -0.64 1.54 0.75
H -2.13 2.13 6.25
O 2.42 -0.97 -1.19
N 2.37 -3.67 -5.00
C 6.42 -3.56 -6.34
C -2.37 2.20 5.18
H -5.24 1.76 3.65
H 2.82 -1.59 -4.90
C -4.52 2.56 -1.11
O 4.99 -3.63 -6.33
H 0.32 2.34 5.54
H -4.82 2.52 1.05
C 4.22 -0.18 -2.44
H 2.67 -2.32 -6.54
H 0.13 -2.87 5.13
C 4.06 0.78 1.40
H 3.47 -0.48 4.64
H -1.91 6.82 -3.30
H -6.48 0.65 4.14
O -1.69 3.00 3.10
C 0.64 -4.22 0.45
C -0.78 -3.74 0.26
*
```

- ⟨S²⟩ = 0.750
- gap between HOMO and LUMO (alpha / beta) (hartree) = 0.0556 / 0.3494

=====

A structure of composition C6H13CaO3 in a non-equilibrium geometry, computed with ωB97M-V with the def2-TZVPD basis set.

Geometry as ORCA input:
```
! RIJCOSX wB97M-V def2-TZVPD def2/J DEFGRID3
* xyz 0 2
O -1.92 0.53 -0.27
H -3.27 -0.99 -0.69
H 1.41 -2.67 0.01
H -1.59 -2.77 -0.10
H -3.49 1.44 0.74
Ca 0.06 0.86 0.56
C 1.18 -1.62 -0.23
H 2.41 -0.65 1.21
C -2.40 -0.79 -0.04
C -1.28 -1.75 -0.36
H -1.06 -1.72 -1.44
C 2.28 -0.72 0.11
H -2.71 -0.88 1.01
O 1.91 0.63 -0.34
H 3.59 1.63 0.33
H 1.46 -1.54 -1.37
C 2.98 1.50 -0.58
O -0.15 -1.36 0.39
H 3.60 1.09 -1.40
C -2.93 1.53 -0.21
H 2.59 2.48 -0.88
H -3.57 1.43 -1.09
H -2.48 2.52 -0.24
*
```

- ⟨S²⟩ = 0.750
- gap between HOMO and LUMO (alpha / beta) (hartree) = 0.1663 / 0.2540

=====

A structure of composition C8H6AuF6N3O4S3, computed with ωB97M-V with the def2-TZVPD basis set.

Geometry as ORCA input:
```
! RIJCOSX wB97M-V def2-TZVPD def2/J DEFGRID3
* xyz 0 1
C -0.97 3.59 0.51
C -0.27 1.30 0.71
O 1.62 -3.94 2.46
F -1.86 -3.04 -1.71
F -1.61 -4.23 0.08
N -0.28 1.13 -0.62
S 1.39 -3.24 1.24
H -0.60 2.01 -2.46
O 0.98 -5.00 -2.28
F 3.73 -2.24 1.92
N 1.15 -4.27 0.06
F 3.74 -3.27 0.02
C -1.36 4.89 1.14
F 2.86 -1.29 0.19
N -1.70 5.88 0.31
O 0.45 -2.15 1.26
H -1.97 6.76 0.72
O 0.82 -2.62 -1.89
C -1.26 -4.12 -1.19
H -0.59 2.60 2.38
C 3.04 -2.46 0.81
F -1.68 -5.19 -1.86
H -1.70 5.80 -0.69
S -1.38 5.10 2.78
S 0.61 -3.98 -1.37
H -1.21 4.19 -1.57
Au 0.21 -0.72 -1.30
C -0.60 2.50 1.30
H 0.02 0.44 1.30
C -0.96 3.40 -0.87
C -0.61 2.17 -1.39
*
```

- gap between HOMO and LUMO (hartree) = 0.2863

=====

A cluster of 2 separate species, C4H14NO3 in total in a non-equilibrium geometry, computed with ωB97M-V with the def2-TZVPD basis set.

Geometry as ORCA input:
```
! RIJCOSX wB97M-V def2-TZVPD def2/J DEFGRID3
* xyz 1 1
H -0.71 -1.35 0.16
C 0.78 0.04 0.06
H 1.52 0.73 1.94
O -0.09 -1.39 -3.23
H -1.28 2.64 1.09
H 1.58 0.26 -0.64
O 0.50 -1.05 2.17
H -0.36 1.46 2.06
O -1.18 0.85 -1.14
H -2.04 0.65 -0.75
C -1.00 1.59 1.18
H 0.20 -1.70 -4.10
N 0.13 -1.24 -0.40
C -0.28 1.17 -0.09
H 2.38 -0.60 1.51
H 0.11 -0.55 2.89
H 0.29 2.04 -0.44
H -0.91 -0.94 -3.50
H 0.69 -2.06 -0.16
H 0.10 -1.27 -1.43
C 1.39 -0.21 1.41
H -1.82 0.93 1.40
*
```

- gap between HOMO and LUMO (hartree) = 0.4298

=====

A structure of composition C4H8FNO in a non-equilibrium geometry, computed with ωB97M-V with the def2-TZVPD basis set.

Geometry as ORCA input:
```
! RIJCOSX wB97M-V def2-TZVPD def2/J DEFGRID3
* xyz 0 1
H 0.27 0.64 -2.48
H -1.53 -0.43 0.82
H -1.01 -2.13 2.36
C -0.62 0.54 -1.64
C 0.30 0.69 0.49
H -1.57 0.09 -2.50
C -0.42 -0.51 0.83
C 0.00 -0.31 -0.56
H 1.34 0.72 0.86
F -0.34 1.98 0.30
N -0.03 -1.45 2.04
O 1.12 -1.02 -1.07
H 0.75 -2.14 1.15
H -1.00 1.78 -1.22
H 1.47 -0.56 -2.16
*
```

- gap between HOMO and LUMO (hartree) = 0.3585

=====

A structure of composition C5H8MgO4Rb in a non-equilibrium geometry, computed with ωB97M-V with the def2-TZVPD basis set.

Geometry as ORCA input:
```
! RIJCOSX wB97M-V def2-TZVPD def2/J DEFGRID3
* xyz 0 2
C -0.94 1.89 1.26
C -0.23 -1.48 -2.08
O -0.09 -1.33 1.29
H 1.68 -0.39 -2.21
C 0.19 -1.08 0.11
Mg -2.10 -0.75 1.86
H -1.56 1.73 0.36
C 0.54 1.69 0.93
H -0.54 -2.51 -2.31
Rb 0.62 0.82 4.03
H -0.62 -0.78 -2.82
H -1.19 2.93 1.55
H 1.17 2.56 1.20
C 1.28 -1.34 -1.84
H 0.71 1.70 -0.16
O -0.78 -1.12 -0.81
O -1.38 0.99 2.29
H 1.86 -2.18 -2.23
O 1.38 -1.35 -0.41
*
```

- ⟨S²⟩ = 0.755
- gap between HOMO and LUMO (alpha / beta) (hartree) = 0.1716 / 0.1724